# 1
{"formula": "C3H6N2O2", "method": "ωB97M-V with the def2-TZVPD basis set", "species": ["C", "C", "C", "N", "N", "O", "O", "H", "H", "H", "H", "H", "H"], "xyz": [[-1.280180, -0.458281, -0.532860], [-2.511540, 0.314235, -0.010970], [2.014870, 0.161125, 0.204740], [-3.457543, 0.749173, 0.452517], [0.684263, 0.729593, 0.089906], [-1.024736, -1.418201, 0.439895], [-0.008758, 0.117911, -1.002529], [-1.634344, -0.982403, -1.431782], [2.540796, 0.715559, 0.980338], [1.923628, -0.881821, 0.501102], [2.582391, 0.217707, -0.729947], [-0.585003, -0.982334, 1.183992], [0.756152, 1.717737, -0.144399]], "forces_ev_per_a": [[0.5, -0.8, -0.3], [2.7, 0.0, -0.9], [-0.1, -0.2, -0.3], [-0.8, 0.4, 0.3], [-0.5, 0.2, 0.4], [0.1, -0.1, -0.1], [-2.0, 0.4, 0.7], [0.2, 0.2, 0.3], [0.0, 0.0, 0.0], [0.1, 0.0, 0.0], [0.0, 0.0, 0.0], [-0.1, 0.1, 0.0], [-0.2, -0.2, -0.1]], "nbo_charge": [0.305, 0.213, -0.432, -0.299, -0.362, -0.688, -0.389, 0.210, 0.210, 0.204, 0.185, 0.488, 0.353], "gap_ha": 0.4032, "smiles": "CNO[C@@H](O)C#N"}

---

# 2
{"formula": "C4H7FN2", "method": "ωB97M-V with the def2-TZVPD basis set", "species": ["C", "C", "C", "C", "H", "H", "H", "H", "H", "H", "H", "N", "N", "F"], "xyz": [[0.140673, -0.161005, 0.083912], [-0.156751, 1.237620, 0.333139], [1.542817, -0.603612, -0.228579], [2.825227, -0.175400, 0.084366], [-2.675816, -0.149269, 0.356347], [-2.668851, -1.979968, -0.377892], [-0.227874, 1.403312, 1.621971], [0.872419, 1.772951, 0.098016], [1.400692, -1.652693, -0.461672], [3.720419, -0.847892, 0.013634], [3.169089, 0.870345, -0.041160], [-2.141627, -1.146565, 0.168663], [-0.642950, -1.100605, -0.045338], [-1.134427, 1.614199, -0.412172]], "forces_ev_per_a": [[2.2, 1.4, -0.5], [5.4, 0.9, 5.1], [2.0, -0.7, 1.8], [-1.0, 0.1, -2.2], [1.8, -3.6, -1.2], [2.2, 3.2, 1.6], [-0.5, -0.2, -3.7], [-2.3, -0.4, 0.2], [0.6, -0.2, 0.1], [-1.3, 0.3, -0.1], [-0.7, -0.3, 1.1], [0.7, 1.8, -0.2], [-6.0, -4.0, -0.7], [-3.0, 1.8, -1.4]], "nbo_charge": [0.087, 0.029, -0.185, -0.416, 0.380, 0.415, 0.160, 0.170, 0.217, 0.208, 0.195, -0.733, -0.203, -0.324], "gap_ha": 0.3404, "smiles": "C=C/C(CF)=N/N"}

---

# 3
{"formula": "CH2O2S3", "method": "ωB97M-V with the def2-TZVPD basis set", "species": ["C", "O", "O", "S", "S", "S", "H", "H"], "xyz": [[0.539724, -0.518264, 0.429345], [-0.921499, 1.535634, -0.960799], [-1.891666, 0.433407, 1.287437], [-0.716876, -1.653330, -0.515640], [1.969650, 0.116890, -0.370950], [-1.104418, 0.203909, 0.107376], [0.673595, -0.853664, 1.458398], [1.451489, 0.735418, -1.435169]], "forces_ev_per_a": [[-1.9, 0.1, -1.4], [0.6, 0.7, 0.1], [0.0, 0.6, 0.9], [2.1, -2.9, -0.4], [0.9, -0.3, 0.5], [-1.1, 1.6, 0.5], [0.0, 0.2, -0.2], [-0.5, -0.1, 0.0]], "lowdin_spin": [0.031, 1.105, 0.089, 0.510, 0.001, 0.261, 0.002, 0.001], "s2": 2.02, "spin_multiplicity": 3, "gap_ha": [0.2786, 0.2313]}

---

# 4
{"formula": "C5H8O", "method": "ωB97M-V with the def2-TZVPD basis set", "species": ["C", "O", "C", "C", "C", "C", "H", "H", "H", "H", "H", "H", "H", "H"], "xyz": [[1.721798, -0.432479, 0.344509], [1.583432, 0.946375, 0.698382], [0.465828, 0.279443, 0.190110], [-0.754986, -0.027934, 0.979548], [-1.382545, -0.289664, -0.618446], [-0.227589, 0.585794, -1.126338], [1.867561, -1.114257, 1.183369], [2.335462, -0.629250, -0.532446], [-1.175033, 0.891758, 1.462879], [-0.725405, -0.804887, 1.757817], [-2.230797, 0.030480, -0.083008], [-1.295307, -1.329540, -0.948998], [-0.469015, 1.644414, -1.235026], [0.304256, 0.238454, -2.021819]], "forces_ev_per_a": [[0.4, -0.3, -0.1], [0.6, 0.4, 0.2], [0.5, 0.2, 0.0], [0.4, -0.4, -0.4], [1.3, -0.6, 2.8], [0.0, 0.2, 0.2], [-0.1, 0.1, -0.1], [0.0, 0.1, 0.1], [0.0, -0.7, -0.8], [0.1, 0.0, -0.5], [-2.4, 0.7, -1.9], [-0.4, 0.3, 0.4], [0.0, -0.1, 0.0], [-0.3, 0.1, 0.2]], "nbo_charge": [-0.105, -0.485, 0.193, -0.412, -0.424, -0.438, 0.180, 0.177, 0.204, 0.210, 0.251, 0.214, 0.219, 0.215], "gap_ha": 0.3940, "smiles": "C1CC2(C1)CO2"}

---

# 5
{"formula": "C3H10NO2", "method": "ωB97M-V with the def2-TZVPD basis set", "species": ["C", "C", "C", "O", "N", "H", "H", "H", "H", "H", "H", "H", "H", "H", "H", "O"], "xyz": [[-1.161324, -0.131442, 0.643604], [-1.369850, -0.962710, -0.599349], [-0.306140, -0.804637, -1.675729], [0.874508, -0.695671, -1.408860], [0.252108, -0.190011, 1.140077], [-1.376171, 0.920587, 0.476973], [-1.813175, -0.466653, 1.436771], [-1.239162, -2.033939, -0.413509], [-2.351569, -0.862704, -1.054111], [-0.519945, -1.126225, -2.709171], [0.524239, 0.711363, 1.600224], [0.390281, -0.958324, 1.795423], [0.904750, -0.322601, 0.344949], [2.041957, 2.549868, 1.804706], [0.874410, 3.090386, 1.063301], [1.337828, 2.245738, 1.210179]], "forces_ev_per_a": [[-0.1, 0.2, 0.0], [0.6, -0.1, -1.0], [0.9, -1.4, -0.1], [-0.2, 0.7, 0.2], [0.2, 0.0, 0.7], [0.0, 0.0, -0.2], [-0.1, -0.1, 0.2], [-0.2, -0.1, 0.3], [-0.2, 0.3, 0.3], [-0.6, 0.5, 0.0], [-0.1, -0.4, -0.4], [0.0, 0.0, 0.0], [-0.2, 0.0, -0.2], [0.1, -0.4, -0.1], [-0.1, -0.5, -0.2], [0.0, 1.1, 0.5]], "nbo_charge": [-0.219, -0.539, 0.448, -0.540, -0.714, 0.228, 0.237, 0.259, 0.268, 0.166, 0.474, 0.427, 0.470, 0.502, 0.500, -0.965], "charge": 1, "gap_ha": 0.4042}

---

# 6
{"formula": "C5H8O2", "method": "ωB97M-V with the def2-TZVPD basis set", "species": ["C", "C", "C", "O", "C", "C", "O", "H", "H", "H", "H", "H", "H", "H", "H"], "xyz": [[0.922997, -1.226304, -1.125555], [-0.070575, -0.126156, -1.091927], [0.210146, -0.264323, 2.407489], [-0.927414, -0.431551, 2.030576], [-1.270682, 0.309299, -1.362394], [-0.327095, 1.317259, -0.834354], [-0.450536, 1.868482, 0.457582], [0.472300, -2.162194, -1.469427], [1.736622, -0.959195, -1.809807], [1.375028, -1.399240, -0.142140], [0.757318, 0.666203, 2.177394], [0.740300, -1.040824, 2.987901], [-2.268830, 0.099633, -1.721574], [0.112170, 2.086287, -1.473009], [-1.011747, 1.262623, 0.969244]], "forces_ev_per_a": [[0.0, 0.0, 0.0], [-0.2, 0.1, -0.1], [-0.4, -0.1, -0.1], [0.5, 0.1, 0.3], [0.1, -0.1, 0.0], [0.2, 0.2, -0.3], [-0.2, -0.1, 0.1], [0.0, 0.1, 0.1], [-0.1, 0.0, 0.1], [-0.1, 0.1, -0.1], [0.0, -0.1, 0.0], [-0.1, 0.0, 0.0], [0.1, 0.0, 0.0], [-0.1, -0.1, 0.1], [0.1, 0.1, -0.1]], "nbo_charge": [-0.653, 0.017, 0.272, -0.520, -0.228, 0.061, -0.744, 0.226, 0.232, 0.221, 0.143, 0.114, 0.221, 0.159, 0.480], "gap_ha": 0.3549, "smiles": "CC1=C[C@H]1O.C=O"}

---

# 7
{"formula": "C4H2Cl2IN", "method": "ωB97M-V with the def2-TZVPD basis set", "species": ["C", "C", "C", "C", "N", "Cl", "Cl", "I", "H", "H"], "xyz": [[-0.243016, -0.819573, 0.004982], [0.791931, 0.161501, -0.133384], [0.190342, -2.172901, 0.066211], [1.558759, -2.305884, 0.199046], [2.060746, -0.299599, -0.171997], [-0.805655, -3.504262, 0.331055], [2.588777, -3.449378, -0.298335], [3.848042, 0.451078, 0.110951], [-1.292603, -0.393657, 0.019617], [0.682627, 1.265558, -0.365240]], "forces_ev_per_a": [[-0.4, 2.7, -0.7], [0.5, -0.4, -0.3], [1.9, 2.2, 0.9], [-0.9, 3.6, -0.3], [-2.9, -4.5, 0.0], [-0.6, -0.6, -0.1], [1.2, -0.9, -0.4], [0.3, 0.5, 0.2], [1.3, -1.2, -0.1], [-0.4, -1.4, 0.9]], "nbo_charge": [-0.376, 0.051, -0.158, 0.038, -0.671, 0.086, 0.149, 0.421, 0.244, 0.216], "gap_ha": 0.2663}

---

# 8
{"formula": "C4H7O3Zn", "method": "ωB97M-V with the def2-TZVPD basis set", "species": ["O", "Zn", "O", "C", "C", "O", "C", "C", "H", "H", "H", "H", "H", "H", "H"], "xyz": [[-1.959997, 0.382527, -1.361566], [-0.807691, -1.061208, -1.446338], [-0.869391, -2.282446, -0.014288], [-0.815447, -1.586421, 1.186185], [-0.113450, -0.236443, 1.072345], [0.516091, -0.152875, -0.222489], [1.362645, 0.899896, -0.473641], [1.205865, 1.674572, -1.544376], [-0.310729, -2.150423, 1.994645], [-1.844703, -1.377827, 1.551244], [0.711441, -0.193868, 1.796812], [-1.090854, 0.658548, 0.809184], [1.860354, 1.254254, 0.432053], [0.246223, 1.683457, -2.068611], [1.909643, 2.488257, -1.711160]], "forces_ev_per_a": [[-0.3, 0.2, -0.7], [-0.8, -0.4, 0.8], [0.1, -0.4, -0.4], [-0.6, -0.4, 0.3], [-2.5, 2.5, -1.9], [1.6, -0.3, -0.2], [-1.2, 1.2, 0.8], [-0.2, 0.3, 0.4], [-0.1, -0.2, -0.5], [0.4, -0.1, 0.0], [-0.8, 1.1, 0.2], [3.2, -2.1, 2.0], [0.9, -0.6, -0.5], [0.6, -0.5, -0.4], [-0.3, -0.2, 0.1]], "lowdin_spin": [0.955, 0.018, 0.012, -0.001, 0.013, -0.003, -0.001, -0.001, 0.000, 0.001, 0.001, 0.004, 0.000, 0.001, 0.000], "s2": 0.76, "spin_multiplicity": 2, "gap_ha": [0.3022, 0.2880]}

---

Short version: energy = -377.8047 -365.8105 -1384.1130 -270.4296 -325.2934 -345.6758 -1426.2959 -2161.4408 Eh, in the order given.
Short version: energy relative to the best compared isomer or geometry (same formula, charge and spin) = 97.0 105.4 65.8 80.5 15.2 81.1 67.9 101.7 kcal/mol, in the order given.